Density functional theory data (the ωB97M-V functional and the def2-TZVPD basis) for a cluster of 6 separate species, C40H42FN6O6 in total.

Structure (ORCA input):
```
! RIJCOSX wB97M-V def2-TZVPD def2/J DEFGRID3
* xyz -1 1
C 5.40029 -1.95684 2.05019
N 5.83994 -2.43294 0.74266
C 5.50856 -1.52199 -0.35854
C 4.07184 -1.12735 -0.33510
C 3.67787 0.07636 0.08510
C 4.58454 1.16720 0.62038
O 4.35254 1.49218 1.80676
O 5.45778 1.65174 -0.11204
C 2.22222 0.36320 0.04462
O 1.85468 1.52078 0.05285
C 1.21010 -0.79443 0.03448
C -0.15456 -0.44796 0.54723
C -1.26158 -0.48133 -0.51285
C -2.58696 -0.12517 0.19269
C -2.99858 -1.17318 1.18665
O -3.44302 -0.91993 2.28076
O -2.84832 -2.50563 0.81129
C 1.62411 -1.98688 -0.38349
C 0.71949 -3.17749 -0.38245
C 0.75957 -4.02366 -1.65788
F 1.11272 -3.99522 0.69188
C 3.05544 -2.11009 -0.82560
O 3.42708 -3.00974 -1.55690
H 5.89788 -2.55058 2.81419
H 4.33648 -2.13527 2.19683
H 5.57892 -0.88723 2.19449
H 6.83475 -2.59482 0.72817
H 6.13511 -0.63011 -0.40362
H 5.69869 -2.06454 -1.28721
H -0.38548 -1.09698 1.39746
H -0.12186 0.56678 0.93852
H -1.39932 -1.45292 -0.97245
H -1.07777 0.30825 -1.23434
H -2.40432 0.77356 0.77760
H -3.39470 0.07147 -0.51015
H -2.11267 -2.83918 1.33851
H -0.31398 -2.92129 -0.18437
H 1.21310 -4.97279 -1.38156
H 1.38522 -3.59564 -2.42894
H -0.23384 -4.20216 -2.05967
N 0.66601 -1.00647 -3.63104
C 0.66404 -1.27108 -4.93758
C 1.47780 -0.61728 -5.85141
C 2.33726 0.36578 -5.38443
C 2.35071 0.65460 -4.03024
C 1.49897 -0.05891 -3.20156
H -0.02700 -2.04596 -5.25319
H 1.43858 -0.87318 -6.90205
H 2.98825 0.89869 -6.06646
H 3.00536 1.41296 -3.62208
H 1.47951 0.11412 -2.13480
N -2.49714 4.10661 4.02779
C -2.13675 2.82406 4.08600
C -2.96638 1.77394 3.71760
C -4.23942 2.07381 3.26759
C -4.63451 3.39966 3.20048
C -3.72617 4.37310 3.58988
H -1.13084 2.63826 4.44606
H -2.62599 0.75159 3.78085
H -4.91579 1.28252 2.97166
H -5.62214 3.67421 2.85497
H -3.98907 5.42503 3.55167
N -7.95915 -1.16631 6.79315
C -7.54372 -0.34027 7.75237
C -6.46458 0.51992 7.61584
C -5.77591 0.51952 6.41435
C -6.18966 -0.33284 5.40546
C -7.28331 -1.15082 5.64463
H -8.11139 -0.37652 8.67610
H -6.17315 1.17089 8.42870
H -4.92575 1.17428 6.26579
H -5.67528 -0.36438 4.45461
H -7.64420 -1.83223 4.88197
N 6.46240 7.62834 0.28747
C 7.10539 6.64627 -0.34551
C 6.66323 5.33279 -0.38651
C 5.48635 5.01279 0.26937
C 4.80382 6.01856 0.93525
C 5.33097 7.30106 0.91198
H 8.02462 6.93867 -0.84384
H 7.22497 4.57647 -0.91745
H 5.11216 3.99298 0.26026
H 3.88194 5.81126 1.46129
H 4.82636 8.11835 1.41815
N -2.06686 -3.20008 -5.70230
C -2.13452 -3.32046 -7.02669
C -3.29454 -3.64395 -7.71342
C -4.45105 -3.85790 -6.98212
C -4.40087 -3.73871 -5.60333
C -3.18898 -3.40779 -5.01637
H -1.20463 -3.14657 -7.55847
H -3.29015 -3.72564 -8.79174
H -5.37815 -4.11351 -7.47964
H -5.28038 -3.89786 -4.99481
H -3.10321 -3.30052 -3.94042
*
```

Results
- DFT total energy (hartree) = -2429.310342
- orbital gap (eV) = 7.050
- ΔE to the lowest compared entry with this formula, charge and spin (kJ/mol) = 45.0


Density functional theory data (the ωB97M-V functional and the def2-TZVPD basis) for a structure of composition C40H43As2N2V.

Structure (ORCA input):
```
! RIJCOSX wB97M-V def2-TZVPD def2/J DEFGRID3
* xyz 2 3
V 0.02381 0.46680 -0.05605
C -1.33355 -2.48541 1.47713
C -0.36673 -2.01552 2.56838
As 0.07073 -0.10609 2.41091
C -0.94502 0.80733 3.75507
C -0.82393 0.39492 5.07974
C -1.56144 1.02988 6.06415
C -2.41770 2.07232 5.72332
C -2.53304 2.48208 4.40312
C -1.79555 1.85207 3.41166
C 1.93704 0.00753 2.88179
C 2.83376 -0.83570 2.22406
C 4.19406 -0.72470 2.47162
C 4.65918 0.23499 3.36336
C 3.76480 1.08049 4.00801
C 2.40196 0.97175 3.76707
As -0.73950 -1.96539 -0.31254
C -2.05253 -2.62325 -1.54750
C -2.48533 -3.94288 -1.46379
C -3.41361 -4.41423 -2.37667
C -3.90126 -3.57263 -3.37116
C -3.46148 -2.25917 -3.45769
C -2.53391 -1.78043 -2.54395
C 0.83339 -3.03744 -0.66530
C 1.49102 -2.79162 -1.87147
C 2.64453 -3.48969 -2.19477
C 3.14800 -4.43918 -1.31132
C 2.48584 -4.69839 -0.11894
C 1.33007 -3.99825 0.20561
H -2.31402 -2.02593 1.59735
H -1.47725 -3.56207 1.52022
H 0.58133 -2.54534 2.52024
H -0.78969 -2.19387 3.55330
H -0.15078 -0.41125 5.34580
H -1.46977 0.71436 7.09502
H -2.99580 2.56580 6.49451
H -3.19997 3.29367 4.14260
H -1.88333 2.17139 2.38187
H 2.47624 -1.60025 1.53924
H 4.89058 -1.39461 1.98129
H 5.72039 0.31870 3.56108
H 4.12745 1.82390 4.70654
H 1.70601 1.62296 4.27818
H -2.09184 -4.60520 -0.70277
H -3.75615 -5.43916 -2.31746
H -4.62619 -3.94567 -4.08400
H -3.84140 -1.60720 -4.23342
H -2.19422 -0.75266 -2.60576
H 1.06961 -2.08633 -2.58164
H 3.14195 -3.30935 -3.14030
H 4.04582 -4.98968 -1.56361
H 2.85953 -5.45590 0.55786
H 0.81192 -4.23440 1.12719
C 3.17128 2.79714 -2.39375
C 2.62237 1.57308 -3.11738
C 3.71416 0.52604 -3.34120
C 1.99426 1.98418 -4.44034
N 1.48802 1.02186 -2.31664
N 1.87982 0.40984 -1.06595
H 3.94660 3.26427 -3.00151
H 3.64110 2.55010 -1.43445
H 2.38017 3.52991 -2.22683
H 4.48764 0.92885 -3.99472
H 3.30419 -0.36662 -3.82381
H 4.20762 0.23124 -2.41101
H 2.74656 2.44163 -5.08090
H 1.19129 2.70561 -4.27805
H 1.58387 1.11853 -4.96991
H 1.05128 0.29279 -2.87397
H 2.54862 1.03234 -0.61505
H 2.36123 -0.48092 -1.19837
C -5.33238 2.72719 -1.06128
C -4.93111 1.39487 -0.84436
C -3.62045 1.09948 -0.58573
C -2.65250 2.12539 -0.54241
C -1.27717 1.88520 -0.28181
C -0.37518 2.91989 -0.21925
C -0.77705 4.26005 -0.37378
C -2.09386 4.51398 -0.64168
C -3.05824 3.47277 -0.73682
C -4.41982 3.74402 -1.00370
H -6.37300 2.94437 -1.26613
H -5.67009 0.60409 -0.87663
H -3.31574 0.07777 -0.40704
H 0.69486 2.72755 -0.03050
H -0.05746 5.06445 -0.29796
H -2.42658 5.53499 -0.78768
H -4.72837 4.77200 -1.15657
*
```

Results
- DFT total energy (hartree) = -7074.541116
- orbital gap (alpha / beta) (eV) = 6.548 / 7.320
- ΔE to the lowest compared entry with this formula, charge and spin (kJ/mol) = 0.0


Density functional theory data (the ωB97M-V functional and the def2-TZVPD basis) for a structure of composition C40H43AuFN8O5S2.

Structure (ORCA input):
```
! RIJCOSX wB97M-V def2-TZVPD def2/J DEFGRID3
* xyz 1 1
Au 0.96853 -0.34039 -1.82071
C 5.25174 -2.99022 4.20704
C 4.76414 -1.59031 3.85730
N 3.54722 -1.60648 3.04236
C 3.67950 -1.76693 1.70052
C 2.68096 -1.70241 0.78498
C 3.10286 -2.03300 -0.65103
O 4.25551 -2.39840 -0.80906
O 2.21586 -1.96293 -1.58116
C 1.34921 -1.36535 1.23267
O 0.36570 -1.18492 0.51588
C 1.21147 -1.23527 2.70138
C -0.03615 -0.93556 3.23941
C -0.22227 -0.85765 4.59007
F -1.44785 -0.48394 5.03886
C 0.80834 -1.15116 5.49647
C 2.05589 -1.42898 4.95705
C 2.28948 -1.41674 3.57530
N 0.60421 -1.24812 6.89384
C -0.71302 -1.04947 7.49360
C -0.65948 -1.55801 8.94550
N 0.39736 -2.61763 8.99848
C 1.75676 -1.98946 8.88494
C 1.65529 -0.88112 7.82659
H 6.18509 -2.93117 4.76696
H 5.43248 -3.56475 3.29896
H 4.51782 -3.53125 4.80719
H 5.52867 -1.06422 3.28741
H 4.57258 -1.00330 4.75319
H 4.68010 -1.96930 1.33682
H -0.86063 -0.74819 2.56364
H 2.86619 -1.70573 5.61521
H -1.44590 -1.63076 6.94101
H -1.03696 -0.00449 7.48683
H -1.61770 -1.97828 9.24015
H -0.38663 -0.78385 9.65908
H 0.26458 -3.20836 8.17346
H 0.32541 -3.20063 9.83135
H 2.45965 -2.76915 8.59865
H 2.03904 -1.59108 9.85765
H 2.61087 -0.76255 7.33012
H 1.42269 0.07835 8.30341
C -2.02038 2.58878 0.31108
C -2.10347 3.07880 -1.13944
C -0.74488 3.52405 -1.61541
C -0.40581 4.86025 -1.43337
C 0.87048 5.32144 -1.69302
C 1.83956 4.41905 -2.08857
C 1.54624 3.07706 -2.30751
C 2.69503 2.19789 -2.74778
C 3.53567 1.73970 -1.54818
C 0.22573 2.63898 -2.10777
N -0.13333 1.27677 -2.45195
C -0.93620 1.12873 -3.44365
C -1.17563 -1.52222 -3.54799
C -0.57870 -2.52373 -4.32852
C -0.33472 -3.75531 -3.80149
C -0.66962 -3.94371 -2.45832
N -1.28852 -3.04607 -1.74321
H -3.01204 2.33584 0.69166
H -1.59443 3.35980 0.95538
H -1.38666 1.70086 0.38199
H -2.79047 3.92423 -1.19746
H -2.50912 2.29026 -1.76169
H -1.17155 5.54197 -1.08272
H 1.10890 6.37060 -1.57735
H 2.85440 4.75861 -2.25936
H 3.33160 2.76702 -3.42654
H 2.33805 1.32678 -3.29335
H 3.99823 2.59605 -1.05478
H 4.31952 1.05213 -1.86866
H 2.91418 1.21925 -0.81486
H -1.27678 2.00159 -3.99371
H -0.27182 -2.26825 -5.33074
H 0.12582 -4.54089 -4.38142
H -0.45230 -4.86484 -1.93534
N -5.88656 3.52000 -7.33279
C -4.97926 2.49194 -7.28903
C -3.60329 2.75638 -7.38524
C -2.68833 1.73695 -7.25670
C -3.12817 0.43125 -7.03921
C -4.48282 0.15403 -6.95237
C -5.40352 1.17419 -7.09357
S -1.94349 -0.80438 -6.60799
O -1.00971 -1.02088 -7.67333
O -2.65528 -1.94279 -6.08398
N -1.15273 0.01765 -5.42959
C -1.24849 -0.15000 -4.14390
S -3.62894 0.18494 -3.53751
C -3.38626 -0.28092 -1.93277
C -2.43830 -1.11722 -1.47324
N -1.59511 -1.87327 -2.30309
H -5.57998 4.43053 -7.62073
H -6.86183 3.31193 -7.43974
H -3.26550 3.77444 -7.53821
H -1.62636 1.93499 -7.31001
H -4.80846 -0.86101 -6.76734
H -6.46402 0.96239 -7.03141
H -4.07812 0.11378 -1.19507
H -2.37109 -1.41323 -0.44052
*
```

Results
- DFT total energy (hartree) = -3395.913169
- orbital gap (eV) = 5.851


Density functional theory data (the ωB97M-V functional and the def2-TZVPD basis) for a structure of composition C40H43Cl2N4O4Pd.

Structure (ORCA input):
```
! RIJCOSX wB97M-V def2-TZVPD def2/J DEFGRID3
* xyz -1 1
Pd -0.11748 -0.20858 0.94801
C 3.04356 -1.37314 -2.14740
C 2.48806 -2.18021 -0.97690
C 3.53784 -3.14863 -0.41938
C 1.25661 -2.98500 -1.32982
C 1.21547 -3.80065 -2.44735
C 0.13530 -4.64006 -2.67010
C -0.89640 -4.70176 -1.75265
C -0.89105 -3.92012 -0.60826
C -1.95655 -4.10968 0.44441
C -1.75376 -5.48458 1.09229
C -3.38071 -3.96677 -0.08940
C 0.19142 -3.03559 -0.41082
N 0.26635 -2.26591 0.74684
C 0.41743 -2.90503 1.92629
O 0.81142 -4.06719 2.04443
C 0.12518 -2.03367 3.08243
C 0.20284 -2.42748 4.40201
C -0.04364 -1.49885 5.40940
C -0.30157 -0.17433 5.04479
C -0.35519 0.16728 3.71021
N -0.20142 -0.76538 2.74608
C -0.41875 1.56574 3.21593
O -0.57590 2.52824 3.96781
N -0.19754 1.64463 1.88193
C -0.07021 2.94222 1.34246
C 1.15983 3.60593 1.44043
C 1.26957 4.89070 0.93254
C 0.18674 5.51914 0.34680
C -1.02861 4.86446 0.27168
C -1.17770 3.57711 0.76744
C -2.51446 2.87907 0.73462
C -3.50716 3.61192 1.63968
C -3.03290 2.77013 -0.69686
C 2.33286 2.94306 2.12273
C 2.66655 3.69103 3.41539
C 3.52992 2.83299 1.17833
H 3.90499 -0.78883 -1.82619
H 2.28847 -0.68848 -2.52286
H 3.35743 -2.02010 -2.96263
H 2.21710 -1.46701 -0.17692
H 3.82761 -3.87074 -1.18107
H 3.12527 -3.69459 0.42652
H 4.42817 -2.61186 -0.09454
H 2.04348 -3.80979 -3.14189
H 0.11534 -5.27730 -3.54425
H -1.71040 -5.39122 -1.92661
H -1.82948 -3.34563 1.21738
H -1.90059 -6.28066 0.36457
H -2.45754 -5.62642 1.91144
H -0.74229 -5.55292 1.48647
H -3.55886 -4.59422 -0.95898
H -3.57761 -2.93589 -0.36156
H -4.09126 -4.24047 0.68865
H 0.46659 -3.45225 4.61247
H 0.00120 -1.78217 6.44970
H -0.44448 0.60776 5.77275
H 2.21034 5.41783 1.00718
H 0.29228 6.52560 -0.03869
H -1.87646 5.37285 -0.16567
H -2.38616 1.85716 1.11877
H -3.67052 4.63056 1.29027
H -3.11983 3.65604 2.65590
H -4.46447 3.09446 1.64714
H -3.24255 3.74937 -1.12237
H -3.94326 2.17570 -0.72350
H -2.28400 2.28015 -1.31556
H 2.04471 1.92077 2.39807
H 2.96223 4.71829 3.21136
H 3.47508 3.19569 3.95163
H 1.78505 3.70820 4.05327
H 3.87645 3.81197 0.85519
H 3.24457 2.26005 0.29698
H 4.35434 2.32056 1.67181
N 0.20949 0.47108 -0.84578
C 0.40737 0.89197 -1.91952
C 0.67558 1.34210 -3.19413
C 1.05921 2.68400 -3.42511
C 1.32650 3.10538 -4.70564
C 1.21536 2.23292 -5.78412
C 0.82065 0.91573 -5.56595
C 0.55990 0.46152 -4.29747
H 1.13490 3.35769 -2.58464
H 1.62153 4.12989 -4.88420
H 1.42755 2.57686 -6.78617
H 0.70886 0.24157 -6.40196
H 0.25890 -0.56162 -4.13369
Cl -3.08022 -2.36095 -3.00508
C -2.32322 -1.00282 -2.17765
Cl -2.47467 0.42972 -3.20368
C -3.00361 -0.69320 -0.78210
O -4.19187 -0.44057 -0.76924
O -2.22482 -0.74994 0.19920
H -1.26427 -1.24483 -2.06334
*
```

Results
- DFT total energy (hartree) = -3118.470289
- orbital gap (eV) = 6.953
- ΔE to the lowest compared entry with this formula, charge and spin (kJ/mol) = 52.9


Density functional theory data (the ωB97M-V functional and the def2-TZVPD basis) for a structure of composition C40H43Cl2N6O4S3Ti.

Structure (ORCA input):
```
! RIJCOSX wB97M-V def2-TZVPD def2/J DEFGRID3
* xyz -2 2
Ti 0.12081 -0.21250 -0.00956
C 2.62588 2.24944 2.66825
C 1.85615 1.10964 2.07338
N 1.68854 1.10210 0.77710
N 2.20552 2.07690 0.05584
C 2.03977 1.81259 -1.35454
S 2.09150 0.02072 -1.76772
S 3.42936 2.70303 -2.23377
C 4.79538 2.58617 -1.05248
C 5.57558 1.30251 -1.02172
C 6.76365 1.16599 -1.73240
C 7.48777 -0.01907 -1.69737
C 7.02609 -1.08820 -0.94286
C 5.84138 -0.96092 -0.22764
C 5.12092 0.22260 -0.26404
C 1.41663 -0.03311 2.88859
C 1.26059 0.11176 4.27338
C 1.00525 -0.95577 5.12642
C 0.90521 -2.23366 4.59512
C 1.01608 -2.41755 3.22735
C 1.22744 -1.34711 2.34044
O 1.22900 -1.57717 1.04816
H 2.14199 3.20635 2.43965
H 2.76882 2.15461 3.74159
H 3.60895 2.30796 2.18350
H 5.45174 3.42686 -1.28833
H 4.33851 2.75892 -0.07745
H 7.12353 1.99887 -2.32848
H 8.40928 -0.10599 -2.26210
H 7.58332 -2.01774 -0.91670
H 5.46255 -1.79236 0.35486
H 4.18283 0.30962 0.27082
H 1.34666 1.10339 4.70122
H 0.89240 -0.78653 6.19160
H 0.71615 -3.08486 5.24079
H 0.89967 -3.39763 2.77814
N -1.94681 0.60021 -3.64854
C -0.92221 0.79520 -2.77866
O -0.80895 0.02846 -1.83951
C 0.03938 1.90949 -3.08849
C 0.74287 2.50587 -1.87525
H -2.69323 0.03729 -3.26661
H -2.23123 1.39076 -4.20078
H -0.51053 2.68918 -3.62523
H 0.77192 1.47134 -3.77402
H 0.05281 2.55323 -1.03252
H 0.98501 3.54415 -2.11484
S -2.33184 -2.50931 1.48840
C -1.42821 -1.56328 0.61210
C 0.89781 -3.96466 -3.98866
C 0.57466 -2.62121 -3.30189
N 0.44468 -2.80484 -1.86525
C 1.68816 -3.34099 -1.31867
C 1.98509 -4.72734 -1.93320
N 0.91518 -5.01967 -2.93328
C -0.40912 -5.08239 -2.24964
C -0.65276 -3.71666 -1.57635
H 1.87812 -3.98653 -4.46649
H 0.15351 -4.27634 -4.72458
H -0.36404 -2.21269 -3.68180
H 1.35342 -1.88183 -3.48457
H 1.59151 -3.38567 -0.23562
H 2.49036 -2.63555 -1.53682
H 1.95902 -5.54188 -1.20780
H 2.93547 -4.77692 -2.46692
H 1.10677 -5.94672 -3.38917
H -0.35585 -5.91323 -1.54430
H -1.14266 -5.33667 -3.01721
H -0.74411 -3.81454 -0.49738
H -1.58098 -3.26477 -1.92927
Cl -5.16217 -0.06323 0.89704
C -5.63178 1.42486 0.14829
C -5.93420 1.37827 -1.19802
C -6.32214 2.51477 -1.88482
C -6.40106 3.71484 -1.20167
C -6.09132 3.74877 0.14149
Cl -6.19448 5.29779 0.95320
C -5.69154 2.62199 0.87955
N -5.45204 2.73824 2.23595
C -4.48528 1.95350 2.96442
C -4.95886 1.12081 3.97251
C -4.07957 0.35700 4.71859
C -2.71560 0.43697 4.46177
C -2.24734 1.29052 3.48049
C -3.12170 2.06665 2.71193
C -2.56132 2.91473 1.59866
C -2.10601 2.01590 0.42783
O -2.66427 2.08288 -0.66845
O -1.13039 1.27609 0.77023
H -5.85203 0.42437 -1.70039
H -6.55127 2.46752 -2.94080
H -6.68974 4.63125 -1.69743
H -5.44559 3.70505 2.52352
H -6.02939 1.06278 4.12876
H -4.45562 -0.31251 5.48304
H -2.00902 -0.17957 5.00500
H -1.18809 1.32806 3.26151
H -1.66283 3.40962 1.97257
H -3.26342 3.67073 1.24906
*
```

Results
- DFT total energy (hartree) = -5143.925245
- orbital gap (alpha / beta) (eV) = 2.049 / 2.047
- ΔE to the lowest compared entry with this formula, charge and spin (kJ/mol) = 0.0


Number 1: F_max 1.593 eV/Å. Number 2: F_max 0.692 eV/Å. Number 3: F_max 1.165 eV/Å. Number 4: F_max 4.985 eV/Å. Number 5: F_max 0.831 eV/Å.